ORCA calculation (wB97M-V/def2-TZVPD) on a molecular structure, C62H46ClO2P3ReSSi at a distorted geometry.

Each line ends with the Mulliken charge.
Positions of all 117 atoms, in Å:
Re 0.66 -0.14 -0.15  4.669
C 0.72 5.67 -1.70  -0.859
C 1.82 4.84 -1.54  -0.759
C 1.70 3.48 -1.74  -0.927
C 0.47 2.94 -2.09  0.120
C -0.64 3.76 -2.26  -0.309
C -0.51 5.13 -2.05  -0.548
P 0.38 1.13 -2.30  2.042
C 1.61 1.06 -3.65  0.677
C 2.68 0.19 -3.52  -0.309
C 3.68 0.16 -4.48  -0.693
C 3.62 1.01 -5.56  -0.802
C 2.59 1.94 -5.66  -1.021
C 1.59 1.98 -4.70  -0.278
C -1.28 0.85 -3.02  0.756
C -1.52 1.00 -4.38  -0.796
C -2.79 0.83 -4.90  -0.964
C -3.84 0.48 -4.06  -1.211
C -3.60 0.29 -2.71  -0.334
C -2.34 0.49 -2.17  0.180
Si -1.99 0.19 -0.32  -1.627
C -2.48 -1.73 -0.39  -0.044
C -3.82 -2.08 -0.20  0.142
C -4.25 -3.38 -0.38  -1.046
C -3.35 -4.37 -0.74  -1.049
C -2.02 -4.06 -0.91  -0.455
C -1.59 -2.74 -0.74  -0.380
P 0.17 -2.37 -0.91  2.215
C 0.94 -3.69 0.09  0.453
C 0.39 -3.83 1.36  -0.356
C 0.89 -4.75 2.26  -0.789
C 1.97 -5.53 1.91  -0.892
C 2.52 -5.41 0.64  -0.783
C 2.01 -4.50 -0.28  -0.684
C 0.61 -2.77 -2.63  1.449
C -0.35 -3.07 -3.59  -0.689
C 0.05 -3.42 -4.87  -0.841
C 1.39 -3.46 -5.20  -0.830
C 2.35 -3.14 -4.25  -0.961
C 1.97 -2.80 -2.97  -1.052
C -2.84 0.60 1.35  0.573
C -4.15 1.00 1.57  0.011
C -4.59 1.30 2.85  -0.922
C -3.72 1.23 3.92  -1.436
C -2.41 0.83 3.72  -0.303
C -1.97 0.53 2.44  0.216
P -0.36 -0.31 2.19  2.131
C 0.90 0.52 3.20  0.541
C 2.15 -0.11 3.21  -1.140
C 3.19 0.43 3.93  -1.221
C 3.00 1.61 4.65  -0.898
C 1.77 2.24 4.62  -0.911
C 0.72 1.71 3.89  -0.563
C -0.84 -1.68 3.33  0.742
C -2.09 -2.26 3.13  0.697
C -2.63 -3.10 4.08  -1.217
C -1.93 -3.38 5.24  -0.840
C -0.66 -2.85 5.42  -0.794
C -0.11 -2.00 4.47  -0.789
H 0.82 6.73 -1.57  0.448
H 2.78 5.26 -1.25  0.512
H 2.55 2.81 -1.62  0.509
H -1.59 3.33 -2.54  0.386
H -1.37 5.77 -2.17  0.513
H 2.72 -0.44 -2.64  -0.070
H 4.51 -0.53 -4.37  0.521
H 4.39 0.99 -6.32  0.433
H 2.57 2.65 -6.48  0.451
H 0.82 2.74 -4.76  0.505
H -0.70 1.24 -5.05  0.531
H -2.97 0.99 -5.95  0.444
H -4.83 0.34 -4.47  0.467
H -4.41 -0.03 -2.07  0.485
H -4.52 -1.32 0.10  0.405
H -5.30 -3.62 -0.24  0.482
H -3.69 -5.39 -0.87  0.429
H -1.29 -4.81 -1.17  0.669
H -0.46 -3.22 1.61  0.165
H 0.42 -4.84 3.23  0.470
H 2.39 -6.23 2.61  0.413
H 3.36 -6.03 0.35  0.475
H 2.44 -4.45 -1.27  0.445
H -1.40 -3.04 -3.33  0.376
H -0.70 -3.68 -5.60  0.486
H 1.69 -3.75 -6.19  0.423
H 3.40 -3.18 -4.50  0.502
H 2.70 -2.54 -2.22  0.445
H -4.84 1.06 0.74  0.456
H -5.63 1.58 3.02  0.474
H -4.06 1.46 4.92  0.457
H -1.74 0.72 4.56  0.730
H 2.28 -1.03 2.64  0.820
H 4.16 -0.06 3.94  0.496
H 3.82 2.03 5.22  0.407
H 1.63 3.16 5.17  0.502
H -0.23 2.23 3.87  0.512
H -2.66 -2.02 2.24  0.400
H -3.62 -3.51 3.93  0.484
H -2.38 -3.98 6.01  0.411
H -0.10 -3.07 6.32  0.438
H 0.86 -1.57 4.65  0.359
Cl -1.75 6.57 3.13  -0.210
C -1.56 5.16 2.15  -0.224
C -2.66 4.63 1.47  -1.030
C -2.51 3.51 0.69  -0.655
C -1.26 2.87 0.57  0.087
O -1.10 1.81 -0.21  -0.472
C -0.15 3.42 1.26  1.369
C 1.17 2.86 1.17  -0.503
O 1.52 1.80 0.65  -0.117
C -0.33 4.58 2.04  -1.401
H -3.62 5.12 1.56  0.520
H -3.35 3.11 0.14  0.533
H 1.96 3.46 1.66  0.178
H 0.52 5.00 2.55  0.522
S 3.96 -1.29 0.07  -0.266
C 2.52 -0.75 -0.06  -0.893

Properties
max |F|: 0.089 Eh/bohr
total charge: +1
HOMO-LUMO gap: 6.10 eV
energy: -130364.0601 eV